Entry from the OMol25 dataset: C17H48N3O15SZn as an isolated structure at a distorted geometry (ωB97M-V/def2-TZVPD).

Geometry as XYZ:
```
85
C17H48N3O15SZn ωB97M-V/def2-TZVPD
C 2.87 3.11 0.21
N 3.20 2.53 1.56
C 4.10 1.34 1.34
C 3.95 3.48 2.44
C 1.86 2.16 2.18
C 1.89 1.17 3.37
O 2.29 -0.14 2.94
H 3.79 3.43 -0.27
H 2.11 3.89 0.30
H 2.34 2.34 -0.34
H 4.31 0.93 2.32
H 5.04 1.72 0.93
H 3.66 0.56 0.73
H 4.87 3.82 1.96
H 4.04 3.01 3.42
H 3.27 4.33 2.53
H 1.17 1.75 1.45
H 1.43 3.10 2.53
H 0.85 1.04 3.67
H 2.42 1.47 4.28
H 1.73 -0.32 2.18
Zn 2.08 -2.34 -0.78
S 0.00 -0.98 -0.08
O -0.29 0.40 -0.46
O 0.19 -1.83 -1.27
O 1.34 -1.02 0.52
O -1.05 -1.49 0.80
C -2.84 -2.19 3.58
C -4.11 -1.97 2.71
O -3.93 -2.52 1.41
O -1.84 -1.18 3.40
H -2.41 -3.19 3.50
H -3.19 -2.03 4.60
H -4.46 -0.94 2.63
H -4.99 -2.44 3.16
H -3.14 -2.14 1.03
H -1.56 -1.24 2.46
C -2.44 -2.69 -5.20
C -1.38 -2.12 -4.26
O -1.87 -1.74 -2.99
O -3.55 -1.84 -5.38
H -2.70 -3.71 -4.92
H -1.95 -2.86 -6.17
H -0.84 -1.30 -4.76
H -0.64 -2.89 -4.02
H -1.16 -1.89 -2.35
H -4.03 -1.88 -4.55
C -1.59 2.39 -2.67
C -0.86 3.49 -1.82
O 0.41 3.03 -1.41
O -2.29 1.46 -1.86
H -0.91 1.81 -3.32
H -2.29 2.87 -3.36
H -1.44 3.80 -0.94
H -0.74 4.39 -2.42
H 0.29 2.13 -1.08
H -1.65 0.99 -1.29
C -3.73 3.07 1.32
C -2.98 1.74 1.36
O -1.59 1.93 1.53
O -3.60 3.77 2.55
H -4.80 2.90 1.20
H -3.45 3.78 0.54
H -3.16 1.12 0.48
H -3.40 1.11 2.14
H -1.08 1.32 0.98
H -4.01 3.25 3.25
O 1.37 -3.96 0.33
C 0.72 -4.72 1.10
N -0.24 -4.22 1.85
C 1.09 -6.16 1.25
H -0.50 -3.26 1.64
H -0.55 -4.74 2.65
H 1.16 -6.40 2.31
H 2.07 -6.35 0.82
H 0.31 -6.80 0.85
O 2.70 -0.73 -1.87
C 2.79 -0.01 -2.89
N 1.68 0.55 -3.35
C 4.06 0.13 -3.66
H 0.89 0.32 -2.76
H 1.58 0.78 -4.33
H 4.39 -0.84 -4.02
H 4.91 0.40 -3.02
H 4.01 0.92 -4.41
```

Gap between HOMO and LUMO in eV: 7.0
Energy above the lowest of the compared OMol25 structures with the same formula, charge and spin in eV: 0.000
Net charge: +1